ORCA calculation (wB97M-V/def2-TZVPD) on a structure of composition C56H67N8P2Pt at a distorted geometry.

```
134
Properties=species:S:1:pos:R:3:forces:R:3:mulliken_charge:R:1
Pt -0.10606 -0.20169 -0.20317 -1.854 0.007 0.504 3.001
P -1.61627 0.14587 1.66648 -0.337 -0.326 -1.148 1.355
P -0.45160 0.21711 4.73936 0.098 0.102 0.075 -0.585
N -4.24469 2.27443 -2.30942 -0.052 -0.015 -0.023 0.644
N -2.37881 3.46568 -2.97941 0.106 -0.167 -0.026 0.906
N -2.29242 1.08828 -2.62692 0.016 0.279 -0.293 0.691
N -0.30564 -2.17191 -0.01000 0.806 -0.116 0.100 1.231
N 0.32620 -0.45284 -2.23836 0.273 -0.318 -0.363 0.704
N 0.34798 -2.53882 -3.33307 -0.026 0.146 0.008 0.881
N 2.17938 -1.87557 -2.07787 0.191 -0.013 -0.087 1.165
N 1.93538 -0.84796 1.12389 0.661 0.251 0.411 1.780
C -1.67352 1.22573 -4.96542 -0.095 0.146 0.176 -0.509
C 3.80453 -1.80991 3.36353 0.061 -0.081 -0.108 -0.101
C -0.67867 -4.37120 -0.18813 0.066 0.008 -0.018 -2.436
C -4.90085 3.40938 -1.69680 0.006 0.029 0.069 -1.206
C 3.13584 -0.79702 -1.86623 0.046 -0.020 0.022 -0.699
C -2.99837 2.65397 1.97625 -0.105 -0.109 -0.066 -0.332
C -1.37577 2.43888 0.23736 0.090 -0.125 0.279 0.983
C 0.79690 -2.83115 0.51216 -0.022 -0.018 -0.148 0.346
C 4.75345 -2.98509 3.12749 -0.029 -0.032 0.002 -1.469
C -2.13542 1.84401 1.23660 0.088 0.163 0.179 0.840
C 0.82715 1.20052 3.88601 0.093 0.028 0.076 0.402
C -3.71787 -0.70174 0.01616 -0.054 0.060 -0.030 0.760
C -4.16554 -3.06428 1.41170 -0.001 0.013 -0.037 -0.990
C -1.37259 3.80802 0.03209 0.030 0.072 0.182 -0.677
C -2.97219 -0.97961 1.15784 0.004 0.064 0.240 0.500
C -3.18268 -2.18021 1.83282 -0.046 0.022 0.070 -0.821
C 0.17927 -1.49602 4.71142 0.020 -0.057 -0.050 0.579
C 5.49519 1.23829 1.93492 0.190 -0.070 -0.377 -1.098
C 2.17683 0.90976 4.07636 -0.121 0.388 0.324 -0.536
C 2.22432 1.85444 0.12641 -0.054 -0.292 -0.027 2.634
C 3.29720 1.13889 0.93047 0.015 -0.217 -0.461 1.448
C -1.35519 0.85717 -3.64332 0.017 0.159 0.154 -0.154
C 0.50809 -2.06307 5.94086 0.059 0.031 0.022 -0.534
C 1.46419 3.27611 2.81932 0.033 0.110 0.343 -1.112
C -1.17900 -3.10391 -0.44460 -0.171 0.076 0.124 -0.585
C 1.94605 -2.12301 1.02183 -0.134 0.167 -0.194 -0.996
C 1.07939 -3.28828 -4.34556 0.047 0.012 0.003 -1.207
C 0.62512 -3.62181 3.65332 0.003 -0.145 0.110 -0.584
C -2.92851 2.23749 -2.65801 0.198 -0.256 0.020 -0.913
C 2.80578 2.97857 3.01970 -0.272 0.176 0.627 -0.324
C 0.90850 -3.39045 6.02875 0.025 -0.014 -0.015 -0.728
C -4.93929 -2.76182 0.30159 0.069 -0.019 -0.002 -0.941
C -3.09729 4.41555 -3.81291 0.002 -0.023 -0.090 -1.337
C -0.80451 1.09290 -6.02744 0.038 0.020 -0.053 -1.079
C 0.46319 0.58207 -5.79567 -0.016 -0.016 -0.002 -1.121
C -3.03281 4.02272 1.76156 -0.027 -0.021 -0.063 -1.215
C -2.19302 4.60320 0.81865 -0.022 0.003 -0.019 -1.054
C -0.94809 3.70470 -2.94892 -0.078 -0.236 -0.278 -1.260
C 0.94663 -1.62122 -2.54172 -0.197 0.021 -0.226 -1.734
C -5.10827 1.13626 -2.55325 -0.011 -0.015 0.082 -1.397
C 0.77662 0.15729 -4.51981 -0.002 -0.060 0.107 -0.336
C 2.74329 -3.21025 -1.95273 -0.028 -0.008 0.028 -1.295
C -1.08665 -2.49080 -3.58090 0.050 0.032 -0.017 -1.271
C 5.23343 0.06315 2.60793 0.182 -0.300 -0.284 -1.095
C 3.08917 -0.12380 1.53136 0.204 -0.459 -0.660 -1.653
C -0.12571 0.20277 -3.44377 0.164 0.070 0.311 0.388
C -4.70110 -1.58783 -0.40149 0.005 -0.048 -0.035 -0.238
C 0.57954 -4.19637 0.41210 -0.039 -0.012 -0.173 -1.002
C 3.15700 1.79429 3.65086 -0.433 0.619 1.080 -0.361
C 0.95554 -4.17415 4.88588 -0.010 0.073 0.013 -0.992
C 0.48256 2.39998 3.26036 -0.013 -0.007 0.058 -0.542
C 2.71985 2.81593 -0.94848 0.041 -0.008 0.038 -2.341
C 4.03298 -0.62556 2.44449 0.239 -0.235 -0.220 1.381
C 4.50809 1.78655 1.13001 0.299 -0.266 -0.296 -0.517
C 0.25621 -2.28866 3.56562 -0.212 0.043 0.023 0.866
C -1.81397 0.10804 3.49765 0.386 -0.133 -0.081 -1.614
H -1.59178 -1.96041 -2.78181 -0.004 0.047 0.009 0.218
H 1.95342 -3.95580 -1.95699 0.014 0.025 -0.008 0.427
H -5.53128 0.76478 -1.61626 0.001 0.032 -0.045 0.396
H 1.76790 -0.24296 -4.33922 0.021 -0.015 0.018 0.388
H -5.28134 -1.36898 -1.28901 0.014 -0.020 0.042 0.396
H -0.74479 1.76893 -0.35672 0.097 0.439 -0.354 -0.939
H 4.60268 -3.75681 3.88321 -0.015 0.003 -0.002 0.434
H 1.25720 -4.96490 0.75333 0.003 -0.015 -0.050 0.766
H -0.55749 2.67534 3.13948 -0.017 0.034 0.023 0.863
H -4.53682 0.34365 -3.02764 0.011 -0.006 0.025 0.260
H 0.63144 -3.07251 -5.31762 0.003 -0.008 -0.006 0.372
H -2.12875 -2.82933 -0.87041 -0.040 0.057 -0.015 0.777
H 3.52993 -0.82000 -0.85022 -0.016 0.009 -0.097 -0.056
H -1.10895 1.39776 -7.02014 -0.005 0.000 0.007 0.439
H -1.29161 -1.98014 -4.52571 -0.008 -0.003 -0.020 0.430
H 2.65487 0.15979 -2.04486 0.013 -0.029 0.008 0.039
H -3.51232 0.18957 -0.56625 0.033 -0.001 0.014 -0.462
H 1.17736 4.20368 2.33854 -0.013 0.020 -0.011 0.333
H -1.17976 -5.29903 -0.41024 0.000 -0.010 0.027 0.545
H -3.19170 5.38959 -3.32708 -0.001 0.008 0.019 0.346
H 5.96815 -0.33333 3.29987 -0.007 0.009 0.031 0.408
H 1.58385 2.39193 0.83412 0.070 -0.199 -0.313 -1.003
H 1.91106 3.07217 -1.63550 -0.013 0.013 0.008 0.150
H 3.53256 2.38257 -1.53418 -0.016 -0.002 -0.024 0.395
H 1.16251 -3.81500 6.99100 0.001 0.004 0.008 0.425
H -2.55204 4.55336 -4.75212 -0.021 0.001 0.002 0.343
H -4.31605 -3.99188 1.94797 -0.008 0.004 0.006 0.479
H 1.19384 0.50668 -6.58966 -0.004 -0.001 0.002 0.495
H 6.44098 1.74753 2.06518 0.003 0.011 0.008 0.375
H -2.33237 -0.81512 3.75127 -0.035 0.022 -0.023 0.702
H 0.43974 -1.45986 6.83872 -0.011 -0.005 0.002 0.417
H -1.46259 -3.51330 -3.63448 0.007 0.000 0.019 0.437
H 5.79588 -2.67018 3.17633 0.005 0.003 -0.007 0.390
H -0.76705 4.71852 -2.58122 0.003 -0.030 -0.131 0.500
H -2.17926 5.67868 0.69561 -0.018 0.001 -0.009 0.470
H 3.26825 -3.27394 -0.99828 0.001 0.000 -0.023 0.298
H 1.24102 -5.21597 4.95382 0.006 -0.006 -0.001 0.479
H 3.57275 3.67268 2.70152 -0.023 0.003 0.025 0.486
H 0.03758 -1.86887 2.58736 -0.089 -0.024 0.236 -0.473
H -2.66478 1.62668 -5.14289 -0.027 0.028 0.017 0.472
H 2.82518 -2.71794 1.27226 -0.051 -0.089 -0.017 -0.394
H 2.46230 -0.00939 4.57554 -0.077 0.116 -0.004 0.627
H 0.65788 -4.22762 2.75589 -0.041 0.081 0.223 0.532
H -3.69752 4.64066 2.35068 0.007 0.002 0.002 0.448
H 2.77226 -2.14954 3.31490 0.042 0.051 0.073 -0.886
H -5.71192 -3.44484 -0.02643 0.002 0.001 0.000 0.388
H 3.94757 -1.45104 4.38671 0.090 -0.048 0.013 0.733
H 3.97006 -0.91720 -2.56375 -0.004 -0.006 -0.009 0.548
H 4.68688 2.73822 0.64737 0.012 -0.008 0.000 0.469
H -2.57216 -2.45737 2.68487 -0.002 -0.001 -0.026 0.176
H 4.20094 1.55845 3.81378 -0.494 0.265 0.213 0.959
H 3.46315 -3.41645 -2.74773 0.009 -0.010 -0.003 0.389
H 1.58634 1.09691 -0.35526 0.212 0.113 -0.073 -1.398
H -5.37413 3.09338 -0.76429 -0.017 -0.013 0.034 0.306
H -0.71779 4.25721 -0.70121 -0.097 -0.043 0.293 0.312
H 4.60083 -3.44469 2.14787 0.011 0.020 -0.009 0.237
H -0.46058 2.99270 -2.28925 0.015 -0.041 -0.090 -0.142
H -4.08951 4.04352 -4.05178 0.003 0.008 0.013 0.480
H -5.67897 3.82038 -2.34693 0.013 0.011 0.004 0.330
H -3.64721 2.23502 2.73335 0.007 -0.056 0.053 0.588
H 1.03316 -4.36362 -4.16714 -0.006 -0.003 0.008 0.312
H -4.18111 4.18765 -1.46831 0.052 0.019 0.038 0.371
H -5.93702 1.43208 -3.20318 0.001 0.017 0.001 0.548
H 3.08516 3.74797 -0.51616 0.024 0.023 -0.004 0.625
H -0.49835 3.61304 -3.94082 -0.004 -0.042 -0.079 0.468
H 2.11765 -2.97340 -4.38109 -0.004 -0.005 -0.003 0.390
H -2.51379 0.90835 3.71355 -0.084 0.103 0.036 0.878
```
Positions in Å, forces in eV/Å.

Values from the calculation:
Kohn-Sham gap (alpha / beta): 6.8 / 6.8 eV
E_HOMO (alpha / beta): -9.693 / -9.692 eV
2S+1: 1
Net charge: +1
LUMO energy (alpha / beta): -2.94 / -2.94 eV

=====

ORCA calculation (wB97M-V/def2-TZVPD) on the ion C25H44N7O4P2S with charge +1 at a distorted geometry.

```
83
Properties=species:S:1:pos:R:3:forces:R:3:mulliken_charge:R:1
S -3.31311 -2.91768 3.61642 0.056 0.124 -0.095 -0.275
P -2.60319 -1.29579 2.88101 -0.276 -0.772 0.522 0.214
P 0.40531 -2.76242 -0.69500 -0.748 -1.524 0.639 0.468
O -0.08174 1.06840 -0.81526 -0.439 -0.680 -0.267 -0.225
O -4.18415 4.06197 1.78012 0.011 -0.435 -0.769 -0.462
O -2.10650 4.30514 2.61136 -0.018 0.086 -0.325 -0.540
O -1.63494 0.39651 -3.24038 0.201 -0.109 0.073 -0.608
N -1.92389 -0.18529 0.18518 0.190 0.199 0.048 2.239
N 0.27305 -1.18088 0.11021 0.143 0.717 -0.890 1.604
N 1.76538 -0.19845 -1.45670 -0.455 0.314 -0.287 0.022
N -2.70920 -3.26735 -0.44222 -0.008 0.071 -0.018 -0.197
N -0.16532 -3.70452 2.35178 0.021 0.027 0.106 -0.304
N -2.24657 1.61633 -1.38548 0.878 0.744 -0.214 0.086
N -1.13845 -1.51162 1.93159 -0.276 0.004 -0.086 1.090
C -0.93748 -0.99872 0.74279 0.591 0.007 -0.109 -2.220
C -0.22499 -2.60016 -2.41196 0.727 0.500 -0.219 -1.167
C 3.38468 -1.01073 1.36302 -0.027 -0.110 -0.056 -0.519
C -2.85214 -0.89542 -0.73989 -0.399 -0.378 -0.351 -0.318
C 0.88968 0.08835 -0.38643 0.977 0.443 0.626 0.252
C 1.68903 0.74417 0.78913 -0.506 -0.307 0.164 -1.525
C 3.11309 0.29855 0.97134 0.122 0.080 0.020 0.430
C -1.57758 1.45239 -2.67114 -0.435 -0.375 -0.062 0.763
C 5.73690 -0.60839 1.35180 -0.106 0.208 -0.086 -0.824
C 4.03465 2.64038 0.45837 -0.052 0.054 0.298 -1.721
C -2.79574 2.97508 -1.28260 -0.242 -0.049 0.171 -1.289
C -4.74624 -2.19449 0.41667 -0.178 -0.150 -0.312 -1.707
C -2.68341 2.17573 1.71000 -0.066 0.594 -0.183 -0.318
C 2.17506 -3.17288 -0.85339 0.183 0.442 -0.093 -1.073
C -3.38429 -2.22059 -0.22942 -0.060 0.080 0.421 -0.734
C -0.86924 2.63135 -3.27456 0.171 -0.189 -0.160 -1.610
C -1.39012 1.14105 -0.30054 -0.799 0.121 0.129 -0.062
C -0.12630 -2.32734 2.69264 -0.131 -0.061 0.267 -0.976
C 2.37932 0.97842 -2.11052 0.183 -0.290 -0.435 0.174
C 4.18292 1.18146 0.80517 0.107 0.032 -0.081 1.096
C 5.47914 0.70222 0.98870 0.069 -0.132 0.111 -0.788
C 4.67132 -1.47594 1.54413 0.238 0.075 -0.048 -1.333
C -1.36967 2.07574 0.90382 -0.108 -0.376 0.669 -1.717
C 3.78358 0.64714 -2.60554 -0.008 0.169 -0.011 -1.538
C -2.93720 3.62293 2.08091 0.222 0.179 0.368 0.096
H 4.85946 -2.50232 1.82437 -0.080 -0.068 0.063 0.443
H 2.24856 -3.80076 -1.74101 -0.025 -0.101 -0.016 0.546
H -0.81565 -4.21833 2.92908 -0.012 -0.062 0.010 0.250
H -5.48957 -2.34787 -0.36942 -0.043 0.023 -0.048 0.406
H -0.13778 2.22363 -3.96602 0.013 0.020 -0.084 0.434
H 6.75757 -0.92917 1.49760 0.040 -0.097 0.001 0.426
H 1.23815 -0.67407 -2.17479 0.002 -0.256 -0.048 0.474
H 0.83794 -1.86388 2.52248 0.107 -0.069 -0.195 0.173
H -3.28590 3.20611 -2.22400 0.002 0.002 -0.062 0.400
H -0.99843 3.05686 0.62707 0.050 0.033 -0.146 0.986
H -3.53448 1.80470 1.14822 -0.072 -0.285 0.172 0.385
H 2.36988 1.85586 -1.47042 -0.007 -0.150 0.234 0.285
H -4.98810 -1.23459 0.86782 0.014 0.026 0.106 0.384
H 1.61164 1.82045 0.67984 0.084 0.030 -0.076 0.670
H -0.32338 -1.58048 -2.78018 -0.258 0.038 -0.072 0.179
H 2.57150 -1.70580 1.50480 -0.151 -0.010 -0.009 0.534
H -3.18296 -4.09000 -0.06892 0.047 -0.078 0.017 0.274
H -3.42292 -0.52764 2.06922 0.113 0.142 -0.079 -0.009
H -4.86339 -2.99753 1.13877 0.005 0.026 0.071 0.482
H 4.05422 2.82199 -0.61572 0.016 0.005 -0.041 0.237
H -2.10705 -0.42242 3.85604 0.118 0.239 -0.141 0.166
H 4.85700 3.19190 0.90760 0.103 0.066 -0.102 0.562
H 2.85465 -2.33549 -0.96238 0.058 0.077 -0.053 0.200
H -1.17554 -3.11596 -2.48956 -0.113 0.056 0.144 0.284
H -2.40060 -1.04593 -1.71542 0.151 -0.026 -0.017 0.361
H -2.57007 1.66753 2.66480 -0.160 -0.261 -0.045 0.221
H 3.74550 0.19823 -3.59659 0.008 -0.194 0.020 0.457
H -1.55908 3.23749 -3.85784 -0.042 0.154 0.071 0.395
H 1.77927 1.23177 -2.98617 -0.141 0.233 0.085 -0.024
H 0.49805 -3.09239 -3.06357 -0.004 -0.076 -0.047 0.506
H 4.38066 1.55278 -2.70839 0.056 0.042 0.043 0.373
H -3.57558 3.02370 -0.52928 -0.022 -0.059 0.051 0.551
H -4.13533 4.95279 1.40929 -0.045 0.319 0.606 0.372
H -3.72893 -0.27350 -0.88542 0.174 0.403 0.005 0.700
H 2.46817 -3.77438 0.00329 0.021 -0.028 0.076 0.299
H -0.39450 -2.15716 3.73857 0.018 0.161 0.051 0.579
H 6.30646 1.38795 0.86451 0.048 0.043 -0.014 0.479
H -0.62413 1.66505 1.58145 0.179 0.055 -0.044 0.069
H -0.35387 3.23088 -2.53045 -0.112 0.150 0.063 0.376
H 0.74344 -4.13926 2.36425 0.037 -0.016 -0.091 0.231
H 4.28435 -0.03460 -1.92236 0.075 0.026 0.067 0.243
H -2.06192 3.75601 -1.07705 0.081 0.027 -0.033 0.449
H 3.12821 3.07884 0.87130 -0.073 0.021 -0.082 0.355
H 1.13466 0.49305 1.69827 -0.011 0.088 0.112 0.349
```
Positions in Å, forces in eV/Å.

Values from the calculation:
Kohn-Sham gap: 7.1 eV
E_HOMO: -10.726 eV
SMILES string: [H]/N=C(\C)CN1C(N(CN)[PH2]=S)=[N+](P(C)C)[C@@](Cc2ccccc2C)(NCC)O[C@@]1(CCC(=O)O)N(C)C(C)=O
2S+1: 1
Net charge: +1
LUMO energy: -3.58 eV